1.
12
Properties=species:S:1:pos:R:3 method="wB97M-V/def2-TZVPD" molar_mass_g_mol=125.13 de_lowest_kcal_mol=36.69 total_charge=-1
C -1.656 0.674 -0.378
N 0.380 1.513 -0.008
N -0.915 1.694 -0.159
O 2.744 0.534 0.522
O -0.158 -2.447 0.548
O 1.210 -0.887 -0.890
S 1.387 -0.100 0.389
H -0.277 -1.765 1.203
H -1.412 -0.307 -0.545
H -2.678 0.920 -0.229
H 0.965 2.305 -0.233
H 0.410 -2.134 -0.219

2.
9
Properties=species:S:1:pos:R:3 method="wB97M-V/def2-TZVPD" molar_mass_g_mol=135.10 de_lowest_kcal_mol=172.95
C 0.434 -1.284 0.955
N 1.555 -0.809 1.033
N -0.719 -1.382 0.614
N -0.342 1.036 -1.238
O 0.041 0.044 -1.798
O -1.214 1.807 -1.549
O 1.606 0.558 0.575
S 0.245 1.478 0.284
H -1.606 -1.448 1.124

no.,F_max (eV/A),E_HOMO (eV)
1,2.78,-4.1
2,2.90,-10.3